A molecular structure, C45H53BF5HgN7P2. Source: the OMol25 dataset; level of theory: wB97M-V/def2-TZVPD.

```
114
Properties=species:S:1:pos:R:3:forces:R:3:mulliken_charge:R:1
Hg -0.11431 -0.11198 -0.44237 -0.2 -1.0 -0.3 4.024
C 1.58304 2.71811 2.94566 -0.1 -0.1 -0.2 -1.189
C 0.28444 3.06699 2.29696 -0.2 0.2 0.0 0.966
C -0.57613 4.08637 2.72910 0.0 0.0 0.0 -1.801
C -1.65137 4.03840 1.86953 0.0 0.0 0.2 1.042
C -2.86922 4.90366 1.88692 0.0 -0.1 -0.1 -1.325
N -1.42622 3.03826 0.99208 -0.2 0.2 0.0 0.862
N -0.23584 2.44066 1.24575 0.4 0.1 -0.1 0.321
B -2.31052 2.71356 -0.23769 0.4 -0.3 0.0 -1.912
N -3.05330 1.35618 -0.14864 -0.2 0.2 0.1 0.103
N -2.47650 0.15004 -0.36541 -0.2 -0.2 0.0 0.960
C -3.43669 -0.76917 -0.37453 0.0 0.2 -0.1 -0.706
C -3.20333 -2.21106 -0.70211 0.1 0.0 0.2 0.621
C -4.67023 -0.14686 -0.13742 0.0 0.0 0.0 -1.364
C -4.38866 1.19646 -0.00793 -0.2 -0.2 0.0 0.927
C -5.36779 2.30646 0.18746 0.2 0.0 0.0 -1.453
N -1.43243 2.78698 -1.50873 -0.2 0.1 0.0 -0.266
N -0.54106 1.83400 -1.86770 0.2 -0.1 0.2 1.466
C -0.02971 2.18733 -3.03785 -0.1 0.2 -0.1 0.168
C 0.92654 1.33722 -3.80025 0.0 0.0 0.1 -0.371
C -0.57503 3.41510 -3.43934 0.0 0.0 0.1 -2.094
C -1.46366 3.75992 -2.44016 0.2 0.0 -0.3 1.173
C -2.29738 4.99642 -2.36192 -0.1 -0.2 0.1 -1.390
H 1.76574 3.41457 3.76324 0.0 0.0 0.0 0.410
H 1.56177 1.70899 3.35670 0.1 -0.1 0.0 0.147
H 2.40996 2.79397 2.23904 0.1 -0.1 0.0 0.027
H -0.42540 4.76504 3.55289 0.0 0.0 0.0 0.454
H -2.80978 5.58708 2.73227 0.0 0.0 0.0 0.395
H -2.95709 5.48762 0.96941 -0.1 0.0 0.0 0.211
H -3.77539 4.30507 1.98879 0.0 0.1 0.0 0.095
H -3.14537 3.56077 -0.30729 0.0 0.1 0.0 -0.244
H -2.19038 -2.33153 -1.08607 0.0 -0.1 -0.1 -1.238
H -2.55663 -2.94009 1.19240 -0.1 0.0 0.2 -0.735
H -3.90059 -2.49873 -1.49492 0.1 0.0 -0.1 0.721
H -5.63709 -0.61936 -0.08116 0.0 0.0 0.0 0.528
H -6.37454 1.89426 0.21983 0.0 0.0 0.0 0.439
H -5.18716 2.84555 1.11872 0.0 0.0 0.0 0.113
H -5.30785 3.02056 -0.63487 -0.1 0.1 0.0 0.200
H 1.30941 0.54418 -3.16189 0.0 0.0 0.0 -1.008
H 0.42030 0.87583 -4.65090 0.0 -0.1 0.0 0.298
H 1.75175 1.93748 -4.18713 0.0 0.0 0.0 0.642
H -0.34367 3.97450 -4.33069 0.0 0.0 0.0 0.478
H -2.17730 5.56034 -3.28537 0.0 0.0 0.0 0.343
H -3.35483 4.75981 -2.24183 0.0 0.0 0.0 0.243
H -1.98844 5.62413 -1.52405 -0.1 0.0 0.0 0.205
N 2.78367 -0.22705 1.61893 0.2 0.0 0.0 1.037
C 2.53748 -0.95963 2.75865 -0.2 0.0 0.2 -0.076
C 3.54176 -1.08757 3.72602 0.1 0.0 0.0 -0.910
C 3.35461 -1.86762 4.85086 -0.1 0.1 0.0 -0.689
C 2.14185 -2.51093 5.05374 0.0 -0.1 0.1 -0.909
C 1.13527 -2.37440 4.11259 0.1 0.0 0.0 -1.054
C 1.30699 -1.60777 2.96177 0.1 0.0 -0.2 0.813
P -0.07676 -1.60205 1.74420 -0.2 0.2 0.3 2.099
C -1.47703 -1.04271 2.82339 0.1 0.1 0.0 0.262
C -1.84652 0.29607 2.88004 0.1 -0.1 -0.1 0.533
C -2.91723 0.70235 3.66459 0.0 0.1 0.0 -0.337
C -3.61580 -0.22374 4.42205 0.0 0.0 0.0 -0.803
C -3.23396 -1.55930 4.39561 0.0 0.0 0.0 -0.996
C -2.18382 -1.96859 3.58923 0.0 0.0 0.0 -0.278
C -0.52476 -3.26617 1.48810 0.0 0.2 -0.2 -0.792
C -3.36491 -3.15459 0.50017 0.0 0.0 -0.2 -0.015
C -3.29894 -4.59812 0.09417 0.1 -0.1 0.1 -1.131
C -2.21876 -5.38020 -0.13375 -0.1 0.0 0.1 -0.362
C -0.79723 -5.12969 -0.10881 0.1 0.1 -0.1 -1.036
C -0.07831 -4.09234 0.46392 0.1 -0.2 0.3 -0.419
H 3.49591 0.47779 1.69832 0.0 0.1 0.0 0.284
H 1.97110 0.06443 1.09934 0.0 0.1 0.0 -1.580
H 4.48171 -0.56690 3.57305 0.0 0.0 0.0 0.416
H 4.14738 -1.96741 5.58231 0.0 0.0 0.0 0.369
H 1.97832 -3.11680 5.93584 0.0 0.0 0.0 0.412
H 0.19563 -2.88329 4.27102 -0.1 0.0 0.0 0.411
H -1.29849 1.01646 2.28994 -0.1 -0.1 0.1 -0.636
H -3.20736 1.74688 3.67656 0.0 0.0 0.0 0.492
H -4.46443 0.08582 5.02099 0.0 0.0 0.0 0.391
H -3.76300 -2.29006 4.99618 0.0 0.0 0.0 0.382
H -1.92188 -3.01624 3.50286 0.0 0.0 0.0 0.400
H -4.31702 -2.95902 1.00297 0.0 0.0 0.0 0.658
H -4.26947 -5.05784 -0.08026 0.1 -0.1 0.0 0.304
H -2.45563 -6.38386 -0.48398 0.0 0.0 0.0 0.264
H -0.22025 -5.83696 -0.70097 0.0 0.1 -0.1 0.354
H 0.95462 -4.01309 0.11429 0.0 0.0 -0.1 0.657
C 4.95721 -0.26955 -4.35802 -0.1 -0.1 0.0 -1.562
C 3.83565 -0.85082 -3.49939 0.0 0.0 0.1 -0.445
P 3.74218 -0.34500 -1.70270 0.5 0.3 -0.4 1.034
C 5.45684 -0.94122 -1.25015 -0.2 0.0 0.2 -0.917
C 5.79765 -0.87104 0.23598 0.0 0.1 -0.1 -1.050
C 4.02705 1.49007 -1.91306 -0.1 -0.2 0.2 -0.791
C 3.57129 2.32198 -0.71384 0.1 -0.1 -0.1 -1.113
H 4.89321 -0.66288 -5.37509 0.0 0.0 0.0 0.458
H 5.93915 -0.53706 -3.96825 0.0 0.0 0.0 0.305
H 4.89494 0.81716 -4.41936 0.0 0.0 0.0 0.291
H 3.91135 -1.94139 -3.48866 -0.1 0.0 0.0 0.535
H 2.86941 -0.61169 -3.94823 0.0 -0.1 0.0 0.106
H 6.21168 -0.39781 -1.82339 0.0 -0.1 -0.1 0.410
H 5.47191 -1.98758 -1.56912 0.1 0.0 0.0 0.477
H 5.84751 0.16776 0.57383 0.0 0.0 0.1 0.244
H 6.76965 -1.33116 0.42753 0.0 0.0 0.0 0.443
H 5.04190 -1.38324 0.82550 0.0 0.0 0.1 0.137
H 3.41843 1.77342 -2.77484 0.1 0.0 0.0 0.114
H 5.07435 1.70269 -2.14557 0.0 0.0 -0.1 0.619
H 2.54201 2.07604 -0.44046 0.0 0.1 0.0 -0.069
H 3.61196 3.38629 -0.95443 0.0 0.0 0.1 0.520
H 4.21559 2.15679 0.15314 0.0 0.0 0.1 0.284
F 1.94731 -2.81166 -1.59526 0.0 -0.1 0.1 -0.659
C 0.86132 -2.67832 -2.38706 -0.1 0.3 0.0 -0.034
C 0.03623 -1.57399 -2.27002 -0.1 0.0 0.0 -0.949
C -0.99794 -1.54408 -3.19259 0.3 0.1 0.1 0.692
F -1.85639 -0.50232 -3.21426 -0.1 0.0 0.0 -0.449
C -1.22706 -2.52878 -4.13866 -0.1 0.1 0.0 0.538
F -2.24103 -2.42421 -5.01423 0.0 -0.1 0.0 -0.376
C -0.39968 -3.63420 -4.17773 0.0 0.1 0.1 0.704
F -0.61091 -4.60985 -5.06828 0.0 -0.1 -0.1 -0.372
C 0.66098 -3.70358 -3.29786 0.1 0.0 0.0 0.295
F 1.48944 -4.75978 -3.34785 0.0 0.0 0.0 -0.417
```
Positions in Å, forces in eV/Å.

Values from the calculation:
Expectation value of S²: 0.803
Maximum force in eV/Å: 1.06
Molecular weight in g/mol: 1060.31
Total charge: -1
Total energy in eV: -94972.4873
Multiplicity: 2
Frontier orbital gap (alpha / beta) in eV: 6.1 / 5.9
ΔE to the lowest compared entry with this formula, charge and spin in kJ/mol: 289.2